# 1
# C35H29AsN6OOsS

A molecular structure, C35H29AsN6OOsS (ωB97M-V/def2-TZVPD, the Open Molecules 2025 dataset).

```
74
Properties=species:S:1:pos:R:3
Os -0.4701 0.9448 -0.3896
C -1.4854 -1.1013 -3.0720
N -2.0419 -0.0322 -2.2427
C -2.5789 1.1332 -2.9525
C -1.8267 2.3889 -2.6392
N -0.8970 2.5239 -1.7004
C -0.4626 3.8575 -1.7431
C 0.4830 4.5517 -0.9963
C 0.6880 5.8808 -1.3096
C -0.0323 6.5158 -2.3278
C -0.9804 5.8396 -3.0703
C -1.1763 4.5039 -2.7574
N -2.0183 3.5353 -3.2958
C -0.0485 -1.3408 -2.7350
N 0.6605 -0.5830 -1.9315
C 1.9739 -1.0535 -2.0085
C 3.1532 -0.5955 -1.4263
C 4.3193 -1.2737 -1.7196
C 4.3271 -2.3836 -2.5733
C 3.1700 -2.8408 -3.1718
C 2.0009 -2.1532 -2.8774
N 0.6953 -2.2971 -3.3224
H -1.5349 -0.8384 -4.1316
H -2.0516 -2.0254 -2.9397
H -2.7759 -0.4135 -1.6625
H -3.6232 1.2921 -2.6736
H -2.5520 0.9832 -4.0340
H 1.0330 4.0691 -0.2033
H 1.4197 6.4497 -0.7531
H 0.1551 7.5600 -2.5355
H -1.5471 6.3320 -3.8491
H -2.6842 3.6845 -4.0386
H 3.1548 0.2706 -0.7852
H 5.2517 -0.9347 -1.2888
H 5.2636 -2.8834 -2.7795
H 3.1812 -3.6878 -3.8451
H 0.3605 -2.9938 -3.9679
S -2.8500 1.1395 0.4255
C -3.1313 0.0455 1.7722
C -4.3750 0.0724 2.4028
C -4.6161 -0.7602 3.4817
C -3.6256 -1.6145 3.9536
C -2.3875 -1.6369 3.3347
C -2.1464 -0.8222 2.2351
As -0.4095 -0.7368 1.4061
C 0.6381 -0.1098 2.9069
C 0.3018 1.1519 3.3985
C 0.9903 1.6730 4.4790
C 2.0221 0.9419 5.0565
C 2.3434 -0.3171 4.5744
C 1.6500 -0.8531 3.4970
C 0.1208 -2.5569 1.0502
C -0.7870 -3.6092 1.0959
C -0.3534 -4.8956 0.8121
C 0.9703 -5.1275 0.4630
C 1.8715 -4.0722 0.4005
C 1.4491 -2.7856 0.6887
H -5.1372 0.7532 2.0466
H -5.5798 -0.7343 3.9722
H -3.8145 -2.2516 4.8062
H -1.5962 -2.2747 3.7124
H -0.5094 1.7145 2.9444
H 0.7212 2.6431 4.8751
H 2.5757 1.3591 5.8869
H 3.1349 -0.8895 5.0389
H 1.8886 -1.8434 3.1294
H -1.8218 -3.4338 1.3610
H -1.0512 -5.7204 0.8658
H 1.2993 -6.1332 0.2380
H 2.9035 -4.2540 0.1301
H 2.1490 -1.9582 0.6472
O 3.1563 1.7492 1.5945
C 2.2207 1.6576 0.9169
N 1.2817 1.6049 0.1500
```

The value obtained for the molar mass is 846.877 g/mol. Its spin multiplicity is 5. As for the strongest force on any atom: 1.9 eV/Å. As for the HOMO energy (spin up / spin down): -13.330 / -13.481 eV. Its charge is +2.

# 2
# C35H29Br4MoN3O9S

A molecular structure, C35H29Br4MoN3O9S (ωB97M-V/def2-TZVPD, the Open Molecules 2025 dataset).

```
82
Properties=species:S:1:pos:R:3
Mo -1.1994 -0.9152 -0.3682
Br -7.6922 -2.6118 -2.2396
C -6.2257 -1.8782 -1.3107
C -6.4306 -1.0762 -0.1875
Br -8.1767 -0.7621 0.4500
C -5.3548 -0.5071 0.4848
Br -5.5978 0.5892 2.0020
C -4.0535 -0.7713 0.0639
O -2.9543 -0.3074 0.5758
C -3.8467 -1.6589 -1.0262
O -2.5685 -1.9277 -1.2204
C -4.9261 -2.1583 -1.7382
Br -4.5945 -3.1795 -3.2862
C 2.6965 2.5306 5.6860
C 3.2516 1.1399 5.4789
S 2.0687 0.0853 4.5822
O 1.7511 0.7345 3.3380
O 2.5759 -1.2532 4.5114
C 0.5418 0.0694 5.6093
C -0.3486 -1.1026 5.2101
N -0.2545 -1.4263 3.8016
C -0.6687 -0.6697 2.7663
N -0.4544 -1.2892 1.6116
C 0.1601 -2.4674 1.8951
C 0.2954 -2.5770 3.2628
N 0.8848 -3.6443 3.9631
O 1.4070 -4.5064 3.2756
O 0.8183 -3.6761 5.1884
C -1.2056 0.7010 2.8658
H 3.4902 3.2371 5.9197
H 1.9760 2.5517 6.4995
H 2.2152 2.8670 4.7718
H 3.4931 0.6246 6.4017
H 4.1229 1.1424 4.8299
H 0.0651 1.0311 5.4591
H 0.8605 -0.0327 6.6413
H -1.3953 -0.8827 5.4487
H -0.0331 -2.0025 5.7484
H 0.4877 -3.1441 1.1254
H -1.9375 0.8075 3.6659
H -1.6563 0.9673 1.9096
H -0.3571 1.3692 3.0316
C -1.3639 3.9544 -5.6870
C -1.4514 4.5213 -4.4267
C -1.6487 3.7165 -3.3207
C -1.7451 2.3314 -3.4602
C -1.7011 1.7766 -4.7407
C -1.5019 2.5845 -5.8432
C -1.8201 1.5068 -2.2502
C -1.2349 0.3136 -2.1005
C -0.3500 -0.2361 -3.1429
C 0.7442 0.5198 -3.5766
C 1.6100 0.0262 -4.5352
C 1.3887 -1.2215 -5.0938
C 0.3218 -1.9890 -4.6548
C -0.5304 -1.5156 -3.6733
H -1.1970 4.5842 -6.5457
H -1.3482 5.5913 -4.3137
H -1.6999 4.1484 -2.3301
H -1.8259 0.7112 -4.8704
H -1.4388 2.1435 -6.8282
H -2.3491 1.9566 -1.4120
H 0.8931 1.5098 -3.1643
H 2.4557 0.6189 -4.8548
H 2.0406 -1.5853 -5.8721
H 0.1482 -2.9662 -5.0791
H -1.3539 -2.1368 -3.3332
O 3.1411 -2.5869 -0.9945
C 3.6196 -1.3338 -0.9026
C 4.9832 -1.0612 -0.9818
C 5.4454 0.2380 -0.9068
C 4.5636 1.2887 -0.6960
C 3.2151 1.0314 -0.5786
C 2.7262 -0.2693 -0.7012
C 1.2788 -0.4916 -0.5817
O 0.7193 -1.5710 -0.9241
O 0.5363 0.4153 -0.1096
H 3.8703 -3.2139 -1.0814
H 5.6828 -1.8776 -1.1066
H 6.5035 0.4282 -0.9985
H 4.9401 2.2958 -0.6198
H 2.5026 1.8233 -0.4057
```

The value obtained for the molar mass is 1083.252 g/mol. Its spin multiplicity is 3. As for the strongest force on any atom: 1.9 eV/Å. As for the HOMO energy (spin up / spin down): -7.540 / -7.649 eV. Its charge is 0.

# 3
# C35H29BrMnN6S

A molecular structure, C35H29BrMnN6S (ωB97M-V/def2-TZVPD, the Open Molecules 2025 dataset).

```
73
Properties=species:S:1:pos:R:3
Mn -0.4536 -1.4551 0.2026
N 1.8256 -1.6325 0.7145
N 2.0540 -2.2928 1.9247
C 1.0836 -2.3924 2.8682
N 1.4856 -2.9257 4.0352
S -0.5587 -1.8986 2.5562
H 2.3218 -2.0756 -0.0712
H 1.9727 -0.6123 0.7945
H 3.0440 -2.4104 2.2228
H 2.4122 -3.3535 4.1502
H 0.8203 -3.1434 4.7584
Br -4.4155 3.4470 3.8874
C -4.0805 2.0824 2.6399
C -4.0863 2.3688 1.2767
C -3.6743 1.3886 0.4016
C -3.2112 0.1314 0.8530
C -3.4052 -0.1870 2.2178
C -3.8082 0.7739 3.1139
N -2.4836 -0.7362 -0.0291
C -2.6974 -0.6138 -1.3443
C -1.6446 -0.9190 -2.3018
C -1.8111 -0.7066 -3.6945
C -0.7202 -0.9413 -4.5302
C 0.4722 -1.4623 -3.9592
C 0.5404 -1.6695 -2.5772
N -0.4630 -1.3393 -1.7507
H -4.3033 3.3623 0.9153
H -3.6192 1.6345 -0.6590
H -3.1721 -1.1786 2.6149
H -3.9261 0.5701 4.1787
H -3.6596 -0.3301 -1.7333
H -2.7457 -0.3206 -4.0631
H -0.8291 -0.7701 -5.5968
H 1.3822 -1.5883 -4.5784
H 1.4115 -2.1155 -2.1289
C 0.1828 0.4330 0.5189
C 0.4870 1.6462 0.6693
C 0.9069 2.9633 0.8141
C 0.0321 3.9824 0.2881
C -0.9800 3.6197 -0.6174
C -1.9725 4.5222 -1.0302
C -1.8778 5.8749 -0.6574
C -0.8480 6.2670 0.2043
C 0.0355 5.3385 0.7388
C 2.1194 3.2681 1.5764
C 2.6753 2.2850 2.3947
C 3.8406 2.5268 3.1391
C 4.5325 3.7287 3.0445
C 3.9533 4.7157 2.2072
C 2.8354 4.4820 1.4362
H -0.9762 2.5811 -0.9302
H -2.7673 4.1835 -1.7065
H -2.5339 6.6417 -1.0577
H -0.7512 7.3152 0.5295
H 0.7354 5.7035 1.4935
H 2.1849 1.3187 2.4848
H 4.2114 1.7315 3.7607
H 5.4297 3.9686 3.6077
H 4.4662 5.6677 2.0432
H 2.5148 5.2410 0.7658
N -0.4139 -3.4518 -0.1549
C -0.0984 -4.3617 -0.8131
C 0.3421 -5.3309 -1.7471
C 1.7238 -5.5619 -1.7946
C 2.2776 -6.2610 -2.8553
C 1.4779 -6.8814 -3.7997
C 0.0782 -6.7226 -3.7151
C -0.4939 -6.0229 -2.6409
H 2.3843 -5.1882 -1.0188
H 3.3661 -6.3206 -2.9487
H 1.9637 -7.4547 -4.5827
H -0.5504 -7.1477 -4.5133
H -1.5511 -5.9892 -2.4422
```

The value obtained for the molar mass is 700.568 g/mol. Its spin multiplicity is 4. As for the strongest force on any atom: 3.7 eV/Å. As for the HOMO energy (spin up / spin down): -12.308 / -12.361 eV. Its charge is +2.

Which value of charge does entry 3 give? +2

What is the formula in the first record? C35H29AsN6OOsS

Among the records above, which one has the highest spin multiplicity? C35H29AsN6OOsS